Below is a 2-piece molecular cluster, C17H25ClFN2O3S overall at a distorted geometry, with properties calculated with wB97M-V/def2-TZVPD.

The charge is +1. For the total energy, the calculation gives -53222.6676 eV. Its energy relative to the best compared isomer or geometry (same formula, charge and spin) is 119.87 kJ/mol.

Geometry (Å):
Cl1 0.901126 -4.871771 -3.168687
C1 -0.580806 -4.281012 -2.409908
N1 -0.424676 -2.923942 -1.826907
C2 0.617470 -2.889357 -0.708636
C3 0.679154 -1.515189 -0.115176
N2 -0.327152 -0.706057 -0.825581
F1 -0.159845 1.100633 -0.101251
C4 -1.698052 -1.179445 -0.612948
C5 -1.766250 -2.549069 -1.234931
C6 0.014309 -0.533581 -2.262496
C7 -0.079530 -1.890027 -2.892898
H1 -1.363572 -4.249140 -3.172262
H2 -0.854530 -4.976648 -1.613728
H3 0.295301 -3.637237 0.035632
H4 1.566965 -3.203965 -1.161253
H5 0.411462 -1.494475 0.959352
H6 1.651054 -1.012186 -0.273506
H7 -1.872141 -1.208618 0.478265
H8 -2.383679 -0.446402 -1.087661
H9 -2.504631 -2.590623 -2.055081
H10 -2.003778 -3.320436 -0.479581
H11 -0.713764 0.194450 -2.668632
H12 1.033423 -0.106069 -2.280798
H13 0.866735 -2.206919 -3.351519
H14 -0.887225 -1.925488 -3.645016
C8 4.578859 3.819871 -0.520356
C9 3.538939 3.830809 0.563045
O1 2.398562 3.049321 0.030920
C10 1.378276 2.912242 0.900873
C11 0.099777 2.413512 0.142368
S1 -1.342127 3.036638 0.947416
C12 -1.626625 1.659339 2.032542
C13 -0.869746 1.473810 3.188109
C14 -1.180030 0.412107 4.065982
C15 -2.230649 -0.459921 3.752688
C16 -2.993538 -0.270523 2.598691
C17 -2.716044 0.824837 1.757486
O2 -2.418190 2.881597 -0.104814
O3 1.420242 3.162358 2.108386
H15 5.426875 4.416122 -0.202727
H16 4.932647 2.812325 -0.721534
H17 4.201738 4.250240 -1.449737
H18 3.909944 3.352749 1.485594
H19 3.205162 4.857901 0.775079
H20 0.135254 2.768366 -0.889618
H21 -0.045298 2.157858 3.381814
H22 -0.593961 0.290074 4.978010
H23 -2.467088 -1.304120 4.429606
H24 -3.812952 -0.943600 2.333961
H25 -3.347387 1.018640 0.891413

Atomic forces in eV per Å
-0.11 0.04 0.07
0.15 -0.37 -0.19
-0.04 0.56 0.16
0.38 -1.70 -0.24
-1.11 1.80 -0.35
-0.12 -2.59 -1.23
1.59 2.05 1.85
1.33 1.04 0.03
-1.13 -1.27 -0.19
-0.44 0.75 2.34
0.09 -0.98 -1.22
0.15 0.08 0.20
0.03 0.20 -0.09
0.15 0.09 -0.44
-0.34 -0.06 0.15
0.30 -0.10 -0.50
-0.34 -0.41 0.22
-0.06 0.03 -0.63
0.27 -0.51 0.36
0.33 -0.21 0.31
0.06 0.17 -0.49
0.48 -0.38 -0.02
-0.49 -0.19 -0.27
-0.40 -0.04 0.07
0.38 -0.26 0.26
0.07 0.06 -0.19
0.06 -0.34 -0.07
-0.56 0.64 1.29
0.41 -0.75 1.30
0.88 1.02 -0.61
-2.41 1.06 -0.56
-0.39 -0.85 0.86
-0.13 -0.47 0.41
-0.01 0.47 -0.70
0.03 -0.42 0.35
0.32 0.76 -0.21
0.01 -0.35 0.25
0.83 0.26 0.58
-0.10 -0.31 -2.80
0.18 0.10 0.06
0.01 -0.10 -0.01
-0.05 -0.03 0.09
-0.35 0.24 -0.37
-0.12 -0.48 0.05
-0.05 1.08 0.33
-0.23 -0.26 0.16
-0.22 -0.03 -0.28
0.19 0.65 -0.46
0.21 0.24 0.25
0.27 0.07 0.15

Which charges does Löwdin predict for the atoms? In e, they are: atom 1 (Cl): 0.696, atom 2 (C): -0.507, atom 3 (N): -0.274, atom 4 (C): -0.077, atom 5 (C): -0.114, atom 6 (N): -0.228, atom 7 (F): -0.056, atom 8 (C): -0.116, atom 9 (C): -0.076, atom 10 (C): -0.106, atom 11 (C): -0.084, atom 12 (H): 0.107, atom 13 (H): 0.106, atom 14 (H): 0.148, atom 15 (H): 0.118, atom 16 (H): 0.146, atom 17 (H): 0.142, atom 18 (H): 0.114, atom 19 (H): 0.151, atom 20 (H): 0.147, atom 21 (H): 0.147, atom 22 (H): 0.147, atom 23 (H): 0.142, atom 24 (H): 0.116, atom 25 (H): 0.149, atom 26 (C): -0.073, atom 27 (C): -0.185, atom 28 (O): -0.005, atom 29 (C): -0.409, atom 30 (C): -0.359, atom 31 (S): 1.064, atom 32 (C): -0.370, atom 33 (C): -0.058, atom 34 (C): -0.057, atom 35 (C): -0.084, atom 36 (C): -0.092, atom 37 (C): -0.091, atom 38 (O): -0.507, atom 39 (O): 0.086, atom 40 (H): 0.084, atom 41 (H): 0.080, atom 42 (H): 0.085, atom 43 (H): 0.132, atom 44 (H): 0.137, atom 45 (H): 0.146, atom 46 (H): 0.097, atom 47 (H): 0.110, atom 48 (H): 0.115, atom 49 (H): 0.110, atom 50 (H): 0.106